The following is a DFT calculation (wB97M-V/def2-TZVPD) of a 7-piece molecular cluster, C24H27BrN8O3 overall at a distorted geometry.

Last columns: bonded neighbours and bond lengths (Å).
Positions of all 63 atoms, in Å:
1 Br 5.15842 0.86547 0.13911  C16 1.993
2 O 4.35239 1.81573 2.70452  N11 1.264, C16 1.376
3 O 2.93434 5.63353 3.13054  C26 1.262
4 O 3.19542 4.91486 -1.31762  C29 1.262
5 N -1.70858 -0.64121 -1.89606  C30 1.201
6 N -3.14921 -8.91951 -2.75673  C13 1.188
7 N -2.45008 -0.53749 2.15173  C31 1.183
8 N -3.64276 2.89015 3.30652  C18 1.180
9 N -0.03886 -4.83327 -2.36641  C23 1.182
10 N -4.34426 -3.44109 -5.33893  C34 1.181
11 N 4.46717 2.33452 3.85194  O2 1.264, C35 1.186
12 N 3.81599 4.63432 1.04970  C26 1.474, C29 1.464, C33 1.496
13 C -2.44210 -8.70420 -1.82615  N6 1.188, C36 1.503
14 C -2.52443 4.97858 2.05443  C18 1.499, H39 1.091, H53 1.092, H56 1.091
15 C -0.02937 1.77174 2.08271  C25 1.575, C28 1.574, H50 1.139
16 C 4.83244 2.28214 1.50237  Br1 1.993, O2 1.376, C33 1.586
17 C 1.92024 3.39727 0.33594  C20 1.576, C29 1.593, C32 1.540
18 C -3.15136 3.81107 2.75516  N8 1.180, C14 1.499
19 C 4.93858 3.24380 6.33407  C35 1.499, H45 1.091, H49 1.092, H51 1.091
20 C 1.82002 3.65781 1.88731  C17 1.576, C26 1.593, C28 1.540
21 C -3.23391 -1.35068 -6.59518  C34 1.499, H42 1.091, H48 1.091, H59 1.091
22 C -2.38894 -4.94894 -3.65107  C23 1.499, H38 1.088, H46 1.091, H47 1.091
23 C -1.07421 -4.88314 -2.93386  N9 1.182, C22 1.499
24 C 0.63606 -1.78766 -2.58503  C30 1.499, H40 1.092, H52 1.090, H58 1.091
25 C 0.08718 1.50567 0.53437  C15 1.575, C32 1.575, H37 1.152
26 C 2.89458 4.79424 2.18883  O3 1.262, N12 1.474, C20 1.593
27 C -4.25503 -1.76642 0.58568  C31 1.504, H44 1.091, H57 1.091, H60 1.091
28 C 0.85705 2.86354 2.78958  C15 1.574, C20 1.540, H62 1.135
29 C 3.04469 4.40434 -0.17370  O4 1.262, N12 1.464, C17 1.593
30 C -0.66344 -1.14894 -2.19902  N5 1.201, C24 1.499
31 C -3.24731 -1.07821 1.46561  N7 1.183, C27 1.504
32 C 1.07140 2.32959 -0.37794  C17 1.540, C25 1.575, H41 1.135
33 C 5.06130 3.83377 1.26798  N12 1.496, C16 1.586, H43 1.152, H54 1.155
34 C -3.85496 -2.52021 -5.89288  N10 1.181, C21 1.499
35 C 4.67551 2.73445 4.94934  N11 1.186, C19 1.499
36 C -1.54984 -8.43936 -0.64638  C13 1.503, H55 1.091, H61 1.091, H63 1.091
37 H -0.53696 0.67947 0.02858  C25 1.152
38 H -2.59079 -4.00196 -4.14838  C22 1.088
39 H -3.07802 5.20431 1.14166  C14 1.091
40 H 1.27228 -1.05866 -3.09037  C24 1.092
41 H 1.20016 2.15350 -1.49199  C32 1.135
42 H -3.79551 -1.12190 -7.50222  C21 1.091
43 H 5.70167 3.93551 0.31611  C33 1.152
44 H -3.87796 -2.74516 0.28516  C27 1.091
45 H 5.27797 2.42512 6.97088  C19 1.091
46 H -2.36414 -5.74335 -4.39864  C22 1.091
47 H -3.19068 -5.15571 -2.94059  C22 1.091
48 H -2.20251 -1.58440 -6.86387  C21 1.091
49 H 4.02568 3.66961 6.75572  C19 1.092
50 H -0.75320 1.14274 2.69752  C15 1.139
51 H 5.70994 4.01473 6.30211  C19 1.091
52 H 0.45131 -2.62571 -3.25680  C24 1.090
53 H -1.49012 4.74359 1.79555  C14 1.092
54 H 5.65451 4.27279 2.15644  C33 1.155
55 H -1.76199 -7.45192 -0.23343  C36 1.091
56 H -2.53903 5.85384 2.70591  C14 1.091
57 H -5.19369 -1.89765 1.12650  C27 1.091
58 H 1.14998 -2.15246 -1.69461  C24 1.091
59 H -3.24279 -0.47771 -5.94047  C21 1.091
60 H -4.43908 -1.16706 -0.30724  C27 1.091
61 H -1.72192 -9.19220 0.12444  C36 1.091
62 H 0.82489 3.06259 3.90660  C28 1.135
63 H -0.50409 -8.47819 -0.95508  C36 1.091

The total charge is 0. The HOMO energy is -0.2124 Eh. The energy is -113416.32983 eV. The value obtained for the relative energy (zero: lowest compared OMol25 entry of this formula, charge and spin) is 441.23 kJ/mol. As for the molar mass: 555.437 g/mol. The LUMO energy comes out at -0.010 Ha. The spin multiplicity is 1. The orbital gap is 5.506 eV. The value obtained for the max |F| is 5.57 eV Å⁻¹.

These are the Mulliken partial charges, in e, on atoms 1 to 8: Br -0.241; O -0.126; O -0.579; O -0.578; N -0.544; N -0.426; N -0.429; N -0.422



The following is a DFT calculation (wB97M-V/def2-TZVPD) of a single C4H5FO molecule at a distorted geometry.

Last columns: bonded neighbours and bond lengths (Å).
Positions of all 11 atoms, in Å:
1 F -1.23039 -0.30048 1.25262  C6 1.342
2 O -0.36975 -2.31015 -1.63696  C4 1.229
3 C -0.01425 1.62210 1.04537  C6 1.320, H7 1.097, H8 1.107
4 C 0.04879 -1.66852 -0.67556  O2 1.229, C5 1.504, H9 1.063
5 C 0.14398 -0.16740 -0.69567  C4 1.504, C6 1.482, H10 1.122, H11 1.080
6 C -0.37081 0.45253 0.54820  F1 1.342, C3 1.320, C5 1.482
7 H 0.71547 2.28226 0.56064  C3 1.097
8 H -0.41989 2.02841 1.99165  C3 1.107
9 H 0.54062 -2.10938 0.15789  C4 1.063
10 H 1.22420 0.06324 -0.89242  C5 1.122
11 H -0.26796 0.10739 -1.65574  C5 1.080

The total charge is 0. The HOMO energy is -0.3678 Eh. The energy is -8992.56599 eV. The value obtained for the relative energy (zero: lowest compared OMol25 entry of this formula, charge and spin) is 44.73 kJ/mol. As for the molar mass: 88.081 g/mol. The LUMO energy comes out at 0.030 Ha. The spin multiplicity is 1. Its SMILES is C=C(F)CC=O. The orbital gap is 10.822 eV. The value obtained for the max |F| is 2.93 eV Å⁻¹.

These are the Mulliken partial charges, in e, on atoms 1 to 8: F -0.254; O -0.493; C -0.744; C 0.008; C -0.497; C 0.553; H 0.245; H 0.269



The following is a DFT calculation (wB97M-V/def2-TZVPD) of a 5-piece molecular cluster, C45H61F4N3O3PS overall.

Last columns: bonded neighbours and bond lengths (Å).
Positions of all 118 atoms, in Å:
1 S 1.32520 2.95589 2.56976  N12 1.744, H107 1.343
2 P 2.33789 3.19288 -3.68138  O7 1.617, O9 1.632, C17 1.913
3 F -4.23505 -1.28855 3.39838  C45 1.359
4 F -3.34611 8.28840 4.12499  C20 1.341
5 F -4.26880 -5.18804 8.08955  C57 1.355
6 F 1.69013 -2.52918 -6.21199  C32 1.354
7 O 2.83323 1.71927 -4.12650  P2 1.617, H69 0.961
8 O -2.29464 -0.62616 -0.25914  C24 1.420, C30 1.417
9 O 0.81863 3.12508 -4.27490  P2 1.632, H100 0.966
10 N 0.34353 1.10669 -2.09026  C33 1.491, C56 1.394, H61 1.012
11 N 2.41486 3.73310 0.38253  N12 1.323, C36 1.313
12 N 1.52397 2.86817 0.83927  S1 1.744, N11 1.323, C49 1.333
13 C -2.81903 6.19964 3.20551  C20 1.381, C31 1.387, H84 1.081
14 C -1.57690 1.52714 0.51763  C24 1.519, C38 1.536, H106 1.094, H111 1.094
15 C -6.97993 -7.53476 10.07509  C52 1.388, C54 1.388, H82 1.081
16 C 3.71847 4.74704 -1.29254  C29 1.544, C36 1.508, H73 1.087, H92 1.091
17 C 1.96147 2.91715 -1.82578  P2 1.913, C36 1.420, C56 1.378
18 C -4.79780 -3.02141 4.88968  C40 1.388, C45 1.378, H108 1.081
19 C 6.06018 0.68110 -2.15219  C27 1.541, C55 1.537, H58 1.093, H93 1.092
20 C -2.70457 7.57575 3.18721  F4 1.341, C13 1.381, C21 1.382
21 C -1.95303 8.24540 2.24007  C20 1.382, C28 1.386, H74 1.081
22 C 5.57053 -1.74066 -1.41205  C27 1.529, C51 1.546, H94 1.094, H104 1.091
23 C -5.88197 -2.83110 2.73205  C25 1.388, C45 1.379, H90 1.082
24 C -2.54437 0.37355 0.71743  O8 1.420, C14 1.519, H60 1.092, H109 1.095
25 C -6.63533 -3.96058 3.02078  C23 1.388, C35 1.388, H98 1.082
26 C -5.38971 -5.72486 10.08670  C54 1.387, C57 1.379, H78 1.081
27 C 5.30271 -0.63142 -2.42987  C19 1.541, C22 1.529, H64 1.092, H115 1.098
28 C -1.28877 7.50423 1.27523  C21 1.386, C41 1.389, H102 1.082
29 C 5.09573 4.23645 -0.81546  C16 1.544, C50 1.536, H77 1.091, H110 1.091
30 C -2.01724 -1.90691 0.28114  O8 1.417, H70 1.097, H75 1.093, H87 1.088
31 C -2.15357 5.47445 2.22834  C13 1.387, C41 1.389, H89 1.084
32 C 1.72676 -1.66265 -7.25184  F6 1.354, C34 1.379, C44 1.379
33 C 0.98039 -0.20432 -2.40598  N10 1.491, C43 1.524, H91 1.094, H118 1.097
34 C 2.79871 -0.80084 -7.35557  C32 1.379, C37 1.388, H71 1.082
35 C -6.47782 -4.61683 4.23349  C25 1.388, C40 1.388, H72 1.082
36 C 2.63919 3.76556 -0.91121  N11 1.313, C16 1.508, C17 1.420
37 C 2.82560 0.08930 -8.41993  C34 1.388, C39 1.388, H83 1.082
38 C -0.12917 1.04204 0.68413  C14 1.536, C49 1.486, H68 1.093, H96 1.085
39 C 1.79323 0.10627 -9.34742  C37 1.388, C46 1.388, H95 1.081
40 C -5.56178 -4.14663 5.16483  C18 1.388, C35 1.388, H86 1.080
41 C -1.38772 6.11879 1.26564  C28 1.389, C31 1.389, H97 1.084
42 C -5.81097 -6.96251 8.04873  C52 1.388, C57 1.380, H80 1.082
43 C 0.69682 -0.65355 -3.83480  C33 1.524, C47 1.529, H85 1.090, H88 1.091
44 C 0.68568 -1.67107 -8.15645  C32 1.379, C46 1.388, H62 1.082
45 C -4.97969 -2.39101 3.67755  F3 1.359, C18 1.378, C23 1.379
46 C 0.72683 -0.77205 -9.21281  C39 1.388, C44 1.388, H59 1.082
47 C -0.74517 -1.13127 -4.01293  C43 1.529, C53 1.535, H63 1.091, H101 1.094
48 C 5.67716 -1.16433 1.08304  C51 1.529, H66 1.093, H76 1.091, H116 1.092
49 C 0.84857 1.99354 0.09420  N12 1.333, C38 1.486, C56 1.419
50 C 5.69037 3.18995 -1.76954  C29 1.536, C55 1.531, H67 1.093, H79 1.095
51 C 4.78568 -1.57237 -0.09061  C22 1.546, C48 1.529, H105 1.090, H117 1.096
52 C -6.72714 -7.75314 8.72832  C15 1.388, C42 1.388, H99 1.082
53 C -0.98685 -2.56835 -3.52955  C47 1.535, H65 1.092, H81 1.092, H112 1.089
54 C -6.31172 -6.52211 10.74956  C15 1.388, C26 1.387, H113 1.082
55 C 5.21658 1.76606 -1.46430  C19 1.537, C50 1.531, H103 1.092, H114 1.095
56 C 1.06758 2.00523 -1.30786  N10 1.394, C17 1.378, C49 1.419
57 C -5.16323 -5.96486 8.74776  F5 1.355, C26 1.379, C42 1.380
58 H 6.42713 1.08880 -3.09798  C19 1.093
59 H -0.07922 -0.76056 -9.93393  C46 1.082
60 H -3.57452 0.72185 0.61261  C24 1.092
61 H -0.55357 0.92250 -1.65862  N10 1.012
62 H -0.13094 -2.36937 -8.03322  C44 1.082
63 H -0.99712 -1.06711 -5.07278  C47 1.091
64 H 5.57609 -0.98970 -3.42440  C27 1.092
65 H -1.28826 -2.59282 -2.48045  C53 1.092
66 H 6.38683 -1.96567 1.30224  C48 1.093
67 H 6.78172 3.22532 -1.72990  C50 1.093
68 H -0.01276 0.10579 0.13179  C38 1.093
69 H 3.09353 1.11702 -3.42383  O7 0.961
70 H -1.05721 -1.92758 0.81106  C30 1.097
71 H 3.58954 -0.83118 -6.61817  C34 1.082
72 H -7.07103 -5.49402 4.45378  C35 1.082
73 H 3.72395 4.90105 -2.36856  C16 1.087
74 H -1.89781 9.32476 2.26562  C21 1.081
75 H -2.80208 -2.22682 0.97159  C30 1.093
76 H 5.09731 -0.99255 1.99057  C48 1.091
77 H 5.76552 5.09403 -0.73925  C29 1.091
78 H -4.85362 -4.93300 10.59129  C26 1.081
79 H 5.41085 3.45948 -2.79337  C50 1.095
80 H -5.59602 -7.11538 6.99949  C42 1.082
81 H -0.07598 -3.16197 -3.63507  C53 1.092
82 H -7.69534 -8.15377 10.59862  C15 1.081
83 H 3.65987 0.76994 -8.52448  C37 1.082
84 H -3.41611 5.71943 3.96816  C13 1.081
85 H 0.86437 0.19960 -4.49263  C43 1.090
86 H -5.43614 -4.65136 6.11080  C40 1.080
87 H -1.97317 -2.61092 -0.54766  C30 1.088
88 H 1.39715 -1.43695 -4.12753  C43 1.091
89 H -2.23959 4.39420 2.21950  C31 1.084
90 H -5.99144 -2.29775 1.79732  C23 1.082
91 H 2.04803 -0.15510 -2.17443  C33 1.094
92 H 3.48791 5.69544 -0.80586  C16 1.091
93 H 6.93123 0.47660 -1.52661  C19 1.092
94 H 6.63828 -1.74965 -1.17328  C22 1.094
95 H 1.82015 0.80149 -10.17512  C39 1.081
96 H 0.06291 0.82272 1.72970  C38 1.085
97 H -0.87393 5.54533 0.50280  C41 1.084
98 H -7.34836 -4.32555 2.29391  C25 1.082
99 H -7.24238 -8.54475 8.20114  C52 1.082
100 H 0.23990 3.76573 -3.84262  O9 0.966
101 H -1.42142 -0.45292 -3.48398  C47 1.094
102 H -0.69525 8.01311 0.52772  C28 1.082
103 H 4.18294 1.64061 -1.79445  C55 1.092
104 H 5.34440 -2.70993 -1.85888  C22 1.091
105 H 4.29231 -2.50932 0.16914  C51 1.090
106 H -1.74804 1.97652 -0.46455  C14 1.094
107 H 0.54668 4.05034 2.54838  S1 1.343
108 H -4.07539 -2.63985 5.59827  C18 1.081
109 H -2.44994 -0.04696 1.72442  C24 1.095
110 H 4.99448 3.81992 0.18803  C29 1.091
111 H -1.79266 2.29925 1.26252  C14 1.094
112 H -1.76727 -3.05848 -4.10962  C53 1.089
113 H -6.50781 -6.34875 11.79901  C54 1.082
114 H 5.26090 1.62694 -0.37923  C55 1.095
115 H 4.22089 -0.44519 -2.45190  C27 1.098
116 H 6.26389 -0.27301 0.85067  C48 1.092
117 H 4.02821 -0.79490 -0.23934  C51 1.096
118 H 0.53983 -0.95162 -1.73420  C33 1.097

The total charge is +1. The HOMO energy is -0.3892 Eh. The energy is -89254.55065 eV. As for the molar mass: 831.034 g/mol. The LUMO energy comes out at -0.155 Ha. The spin multiplicity is 1. The orbital gap is 6.379 eV. The value obtained for the max |F| is 0.63 eV Å⁻¹.

These are the Mulliken partial charges, in e, on atoms 1 to 8: S -0.153; P 0.155; F -0.272; F -0.305; F -0.333; F -0.368; O -0.191; O -0.250



The highest LUMO belongs to which entry? C4H5FO